The following is a quantum chemistry calculation of the ion C7H13N2O2 with charge +1 at a distorted geometry, from the Open Molecules 2025 dataset.

Geometry as XYZ:
```
24
Properties=species:S:1:pos:R:3:forces:R:3:mulliken_charge:R:1
C -2.8194 0.8246 0.1029 -1.1 2.2 -1.9 -1.131
C -1.8737 0.2244 -0.9578 -2.0 -0.4 1.3 -1.527
C -0.5763 -0.0324 -0.4267 2.4 -6.7 4.7 0.456
C -0.3950 -1.4545 0.4086 -2.3 5.4 -5.2 0.180
O -1.3560 -2.4022 0.2561 1.5 0.3 1.0 -0.524
N 0.8587 -1.9238 0.6447 -0.2 -2.2 1.7 -0.056
C 1.9556 -1.1909 0.3535 -4.8 2.2 -0.2 0.056
N 1.7839 0.0641 -0.0453 0.1 -1.8 0.4 0.095
C 2.9492 0.8360 -0.3131 1.4 0.3 -0.5 -1.050
C 0.5350 0.8627 -0.1212 0.0 0.1 -0.2 -0.152
O 0.5234 1.6660 1.0338 -2.4 -1.0 1.5 -0.588
H -2.6958 1.9539 0.1121 0.4 -1.3 0.6 0.295
H -2.5895 0.3402 1.0096 -0.4 -0.2 1.5 0.435
H -3.8865 0.7905 -0.2267 0.7 -0.7 0.5 0.340
H -1.8732 0.9254 -1.7005 0.5 1.8 -2.3 0.502
H -2.3450 -0.6487 -1.3882 0.1 -0.5 -0.1 0.423
H -2.2153 -1.9778 0.2676 -0.4 0.1 0.0 0.410
H 0.8379 -2.8747 1.1760 0.8 2.1 -1.5 0.376
H 2.8439 -1.6790 0.3380 2.8 -0.9 0.3 0.440
H 2.9162 1.8290 0.1805 0.1 -0.8 -0.4 0.329
H 3.7682 0.2232 -0.0233 1.0 0.0 1.1 0.413
H 3.1822 0.8367 -1.3694 -0.6 0.9 -0.6 0.377
H 0.6711 1.5137 -0.9869 0.2 0.3 0.1 0.482
H -0.1998 1.2936 1.6755 2.0 1.0 -1.7 0.417
```
Forces are in eV/Å.

Output
* total charge: +1
* relative energy (zero: lowest compared OMol25 entry of this formula, charge and spin): 283.1 kJ/mol
* E_HOMO: -12.1 eV
* frontier orbital gap: 7.873 eV


The following is a quantum chemistry calculation of a cluster of 2 separate species, C7H13N2OS in total at a distorted geometry, from the Open Molecules 2025 dataset.

Geometry as XYZ:
```
24
Properties=species:S:1:pos:R:3:forces:R:3:mulliken_charge:R:1
C -1.1230 -0.6594 1.9998 1.3 0.5 -0.3 -0.535
C -1.1914 -0.5591 3.3558 -3.4 0.5 0.7 -0.233
C 1.0836 -0.2534 2.6670 0.0 0.1 -0.9 -0.440
C 0.2662 -0.4731 1.5382 -1.3 -0.5 1.9 0.448
C -1.0071 -1.4541 -1.2445 0.0 -3.5 0.6 -0.880
C 0.3354 2.5028 -0.9583 3.7 0.7 2.7 -0.697
C 0.8966 -0.8287 0.2983 -0.3 -0.6 -1.5 0.714
N 0.4075 -1.2694 -0.8663 -0.6 -0.4 0.8 -0.187
N 0.0190 1.7976 -2.1959 -0.5 2.5 -1.2 -0.567
O 2.1854 -0.7281 0.4033 3.3 -1.4 -2.2 -0.483
S 0.2818 -0.2475 4.1439 0.1 0.0 -0.7 -0.048
H -1.9845 -0.7403 1.3499 0.1 -0.2 0.2 0.251
H -2.2029 -0.4781 3.9408 2.3 -0.5 -1.1 0.336
H 2.1456 -0.1021 2.6357 0.2 -0.1 0.1 0.420
H -1.6046 -0.6394 -0.8850 -0.3 0.3 -0.3 0.322
H -1.0204 -1.6605 -2.3298 -0.2 0.9 0.5 0.314
H -1.3960 -2.5253 -0.8372 0.8 2.6 -0.4 0.327
H -0.2123 2.0886 -0.0894 0.1 -0.1 -0.5 0.212
H 1.5232 2.3733 -0.6614 -2.9 0.1 -0.8 0.208
H 0.1874 3.6303 -0.8436 0.0 -1.3 -0.8 0.344
H 1.0086 -1.8056 -1.5033 0.1 0.8 0.6 0.262
H 0.6513 2.1813 -2.9586 -0.7 -0.8 1.2 0.274
H -0.8416 2.3494 -2.4149 0.3 -1.3 -0.5 0.263
H 2.7647 -1.1821 -0.3461 -2.0 1.5 2.0 0.374
```
Forces are in eV/Å.

Output
* total charge: +1
* relative energy (zero: lowest compared OMol25 entry of this formula, charge and spin): 174.6 kJ/mol
* E_HOMO: -13.0 eV
* frontier orbital gap: 8.829 eV


The following is a quantum chemistry calculation of a cluster of 3 separate species, C7H13N3O in total at a distorted geometry, from the Open Molecules 2025 dataset.

Geometry as XYZ:
```
24
Properties=species:S:1:pos:R:3:forces:R:3:mulliken_charge:R:1
C 1.7055 -1.3477 4.1370 -2.7 0.9 -0.7 -0.992
N 1.4680 -0.4261 3.0245 0.9 1.4 -0.4 0.114
C 0.3350 -0.5361 2.0739 0.8 0.9 0.2 -0.953
C 2.3389 0.6244 2.8396 -2.5 0.2 -2.6 0.023
O 2.1209 1.4703 1.9381 1.2 -1.3 2.2 -0.622
H 2.3640 -2.1306 3.8884 0.9 -1.0 -0.3 0.271
H 0.6842 -1.7565 4.3123 0.9 0.0 0.5 0.351
H 2.0458 -0.7788 4.9888 0.1 -0.1 0.4 0.410
H -0.0038 -1.5565 2.0334 0.3 -0.4 -0.5 0.455
H -0.5571 0.0276 2.3489 0.1 0.3 0.5 0.343
H 0.6683 -0.0438 1.1245 -0.2 -1.1 0.7 0.175
H 3.1986 0.5606 3.5003 0.4 0.4 0.2 0.359
C -1.9111 0.1962 -4.9871 -0.9 0.4 0.1 -0.711
C -1.4403 1.5484 -4.7942 2.9 6.0 1.4 0.380
N -1.0214 2.6503 -4.5346 -2.3 -5.7 -1.4 -0.438
H -2.9946 0.2924 -4.8368 0.2 -0.6 0.0 0.239
H -1.4537 -0.4516 -4.2551 -0.1 -0.2 0.3 0.271
H -1.7066 -0.1916 -5.9720 0.1 0.1 -0.4 0.306
C -0.8360 0.6545 -1.3801 1.1 0.5 -1.6 -0.663
C -1.3211 -0.4260 -0.5621 0.1 0.2 0.3 0.446
N -1.6779 -1.2978 0.0897 -0.3 -0.2 -0.1 -0.454
H -1.5464 1.4451 -1.5592 -0.7 -0.1 0.0 0.324
H -0.5071 0.2604 -2.3677 -0.4 0.2 0.6 0.023
H 0.0477 1.2128 -1.0504 -0.1 -0.6 0.7 0.343
```
Forces are in eV/Å.

Output
* relative energy (zero: lowest compared OMol25 entry of this formula, charge and spin): 218.7 kJ/mol
* E_HOMO: -9.1 eV
* frontier orbital gap: 9.640 eV


The following is a quantum chemistry calculation of a cluster of 2 separate species, C7H13N6 in total at a distorted geometry, from the Open Molecules 2025 dataset.

Geometry as XYZ:
```
26
Properties=species:S:1:pos:R:3:forces:R:3:mulliken_charge:R:1
C -2.3914 -0.9554 1.4857 2.7 1.2 -2.1 -0.260
C -0.6827 -0.0159 0.5962 -3.7 -2.8 1.1 0.310
C 1.1681 0.2553 -2.3316 2.7 0.5 -2.0 0.054
C 0.9218 1.4499 -0.5376 -0.8 1.7 -1.6 -0.734
C -1.0692 2.3085 1.8445 -2.5 -1.1 -0.4 -0.844
C -0.1547 -1.8429 -1.7278 -0.3 -1.4 0.4 -0.907
C 2.2440 -1.4772 0.5032 1.1 1.9 -1.0 -0.883
N -1.3663 -1.2256 0.6593 1.5 2.1 0.0 -0.368
N -2.4413 0.2665 1.8772 0.0 2.3 1.6 -0.843
N 1.6655 1.2896 -1.7671 -1.3 0.8 -0.2 -0.455
N -1.3675 0.8945 1.3938 1.2 -0.4 -0.6 0.862
N 0.3993 -0.5230 -1.5551 -2.2 0.9 2.3 0.013
N 0.2693 0.1812 -0.3500 0.6 -0.1 -0.8 0.251
H -3.1663 -1.5758 1.5937 -2.6 -2.5 0.9 0.519
H 1.5198 0.0121 -3.3719 -0.8 -0.4 1.3 0.399
H 1.6079 1.6894 0.2202 0.7 0.2 1.4 0.376
H 0.1322 2.3550 -0.6101 1.5 -2.0 -0.1 0.368
H -1.8069 2.9132 1.2646 1.4 0.1 0.0 0.335
H -1.4909 2.4209 2.8567 0.7 -0.4 -0.2 0.303
H -0.0036 2.4633 1.7773 -0.1 0.5 -0.1 0.354
H 0.5705 -2.3242 -2.3925 -0.3 -0.2 0.0 0.444
H -0.1362 -2.3615 -0.6707 -0.4 1.0 -2.5 0.394
H -1.1786 -1.8158 -2.2548 1.4 -0.1 1.2 0.296
H 1.9572 -2.0044 -0.4010 0.5 0.1 0.3 0.366
H 2.8655 -0.5189 0.4669 -0.9 -1.7 0.0 0.300
H 1.9344 -1.8588 1.4311 -0.2 -0.4 1.0 0.349
```
Forces are in eV/Å.

Output
* total charge: +1
* relative energy (zero: lowest compared OMol25 entry of this formula, charge and spin): 243.4 kJ/mol
* E_HOMO (spin up / spin down): -13.0 / -12.5 eV
* frontier orbital gap (spin up / spin down): 9.359 / 5.951 eV


The following is a quantum chemistry calculation of the ion C7H13N7 with charge +2 at a distorted geometry, from the Open Molecules 2025 dataset.

Geometry as XYZ:
```
27
Properties=species:S:1:pos:R:3:forces:R:3:mulliken_charge:R:1
C 3.5667 -1.6476 -0.2916 -0.8 2.5 -0.1 -1.088
C 2.6914 -0.5547 -0.8717 -0.7 -2.4 -0.3 0.112
N 1.4298 -0.6539 -0.8455 -1.1 0.6 0.0 -0.182
C 0.2873 -0.0952 -1.2178 -0.8 0.9 1.5 -0.197
C -0.6170 0.7123 -0.4871 1.3 -1.0 -1.3 -0.121
C -1.9604 1.0559 -0.9882 2.1 0.5 -1.0 0.340
N -2.1707 1.6122 -2.1769 0.0 -0.1 -0.2 -0.385
N -2.9460 0.9184 -0.1846 -4.7 -0.1 1.2 -0.309
N -0.3327 1.1639 0.7982 0.0 -0.8 2.5 0.116
C 0.2460 2.3088 1.2590 0.4 -2.9 2.3 -0.037
N 0.5851 2.2093 2.5590 -0.5 -0.2 -1.7 -0.455
C 0.2052 0.9577 2.9171 -1.0 1.2 2.0 0.086
N -0.3781 0.3006 1.9569 0.8 1.2 -2.3 0.484
N -1.1279 -0.8432 2.0034 -0.3 -0.4 -1.9 -0.687
H 3.0827 -2.5651 -0.0868 -0.8 -0.7 0.2 0.320
H 3.7978 -1.1012 0.6193 0.8 -0.5 0.7 0.309
H 4.4412 -1.8008 -0.8817 0.7 0.1 -0.3 0.366
H 3.1276 0.2744 -1.3648 0.7 1.0 -0.3 0.495
H -0.2054 -0.4618 -2.0925 0.3 -0.4 -1.0 0.502
H -1.4940 1.7897 -2.9135 0.2 -0.2 0.6 0.256
H -3.0589 2.0610 -2.3392 -0.3 -0.2 -0.2 0.215
H -2.9597 0.5750 0.7861 0.7 0.0 -0.9 0.247
H -3.9352 1.0468 -0.5572 1.8 0.1 0.8 0.270
H 0.4701 3.0269 0.5425 0.4 1.6 -0.7 0.448
H 0.0327 0.6289 3.9798 0.9 0.3 -1.2 0.333
H -1.0824 -1.1796 2.9449 -0.1 -0.7 0.4 0.282
H -0.8604 -1.5260 1.2484 0.0 0.8 1.4 0.279
```
Forces are in eV/Å.

Output
* total charge: +2
* relative energy (zero: lowest compared OMol25 entry of this formula, charge and spin): 63.3 kJ/mol
* E_HOMO: -16.6 eV
* frontier orbital gap: 9.452 eV


The following is a quantum chemistry calculation of a cluster of 2 separate species, C7H13NO in total at a distorted geometry, from the Open Molecules 2025 dataset.

Geometry as XYZ:
```
22
Properties=species:S:1:pos:R:3:forces:R:3:mulliken_charge:R:1
H 0.3336 2.5045 0.1315 0.8 0.3 -0.1 0.237
N 0.7236 1.6232 0.4615 -0.9 -0.4 -0.1 -0.578
C 1.1153 0.8734 -0.4875 -0.4 -0.6 0.2 -0.242
C 1.3820 -0.6079 -0.2955 3.7 1.7 2.3 1.200
C 1.5792 -1.0143 0.9948 -1.0 0.3 -1.2 -1.201
C 2.3969 -1.0993 -1.3135 -1.0 -1.1 -0.5 -1.571
H 1.2941 1.2366 -1.5082 -0.3 0.0 0.0 0.323
H 1.3786 -0.3632 1.8285 -0.4 0.2 0.1 0.428
H 1.8785 -2.0096 1.2769 0.4 -0.2 -0.3 0.269
H 1.9348 -1.1945 -2.2947 0.2 -0.1 -0.2 0.347
H 2.8214 -2.0547 -1.0138 -0.2 -0.3 -0.1 0.396
H 3.2706 -0.4508 -1.3758 -0.3 0.4 0.0 0.357
C -2.6016 1.1933 -0.2655 0.0 0.2 -0.5 -1.346
C -1.7776 -0.0582 -0.1637 0.4 -2.1 -2.2 1.030
C -1.5231 -0.5457 1.2249 -0.3 0.3 0.4 -0.871
O -1.3496 -0.7245 -1.1457 -1.3 2.2 2.5 -0.598
H -2.7851 1.5144 -1.2881 0.2 -0.1 -0.1 0.332
H -2.1046 1.9942 0.2800 0.0 0.1 0.1 0.323
H -3.5776 1.0331 0.1978 0.1 -0.1 0.1 0.367
H -1.5570 -1.6347 1.2347 0.8 0.1 0.1 0.293
H -2.2199 -0.2023 1.9855 -0.6 0.2 -0.3 0.389
H -0.6124 -0.0130 1.5359 0.2 -0.8 -0.1 0.118
```
Forces are in eV/Å.

Output
* relative energy (zero: lowest compared OMol25 entry of this formula, charge and spin): 255.3 kJ/mol
* E_HOMO: -9.0 eV
* frontier orbital gap: 9.565 eV


Among the records above, which one has the lowest relative energy (zero: lowest compared OMol25 entry of this formula, charge and spin)?
C7H13N7